45
Properties=species:S:1:pos:R:3:forces:R:3 method="wB97M-V/def2-TZVPD" homo_energy_ev=-8.3224 de_lowest_ev=0.000 gap_ev=8.5768 molar_mass_g_mol=381.2 total_energy_ev=-35930.136
F 0.875075 -10.058473 0.210787 -0.33 0.65 0.16
O 2.433487 -4.068502 0.479139 -0.05 0.52 0.00
O -3.065711 8.643779 -0.094259 1.99 0.62 0.36
O -0.682368 8.739205 0.183943 0.44 -0.64 -0.10
N -0.950118 4.303016 0.889763 -1.09 -0.45 -0.76
N -0.101399 -0.197182 -0.744009 1.12 -1.68 1.95
N 1.590592 -0.143525 1.015794 0.47 -1.99 -0.49
N 0.153158 1.664880 0.505561 0.76 -0.70 0.28
N 0.369709 -4.558778 -0.321580 -1.61 1.07 0.12
C 0.754410 2.449816 1.564775 0.34 -1.23 0.36
C 0.494725 -5.947978 -0.168395 0.05 -1.12 0.00
C -0.493953 2.359138 -0.587668 0.35 0.50 -1.11
C 1.360690 -3.694374 0.047621 -0.36 0.50 -0.70
C -1.415173 5.525376 0.973376 1.18 0.48 2.14
C 0.060264 -1.523238 -0.793101 -0.48 1.36 -1.62
C -1.114509 4.558788 -1.483995 0.30 2.29 -0.03
C -0.653294 -6.742254 -0.033786 -0.12 0.51 -1.49
C -0.868377 3.822468 -0.355876 0.63 -1.46 0.49
C 0.755470 -8.698265 0.116357 -3.00 -1.02 -1.01
C -1.419795 5.928620 -1.340249 0.02 -2.98 -1.51
C 1.845270 -7.983625 -0.125296 0.98 1.74 0.16
C 1.723944 -6.588446 -0.226881 0.66 0.21 0.30
C 0.596277 0.347419 0.307792 -2.08 3.59 -1.94
C -0.541262 -8.116156 -0.004896 1.24 -0.72 1.63
C 1.032835 -2.223924 -0.116472 1.12 -0.36 1.33
C 1.833499 -1.438937 0.707664 -0.53 0.47 1.56
C -1.612324 6.340559 -0.081068 -1.64 5.31 -0.06
B -1.849973 7.996248 0.014741 0.70 -1.90 0.51
H -1.428943 1.920383 -0.953759 0.26 -0.48 0.42
H 0.194090 2.330427 -1.477718 -0.57 0.05 0.55
H -2.761400 9.574981 0.037239 -0.95 -0.49 -0.25
H 2.604484 -5.960585 -0.238200 -0.02 -0.39 -0.38
H 1.436696 1.770395 2.045456 0.13 0.06 0.60
H -0.580049 -1.880015 -1.566370 -0.32 -1.22 -0.38
H 0.165511 8.214450 0.216905 -1.66 0.74 -0.04
H -1.359398 -8.786809 0.171721 -0.54 0.00 -0.33
H -1.395360 6.003616 1.960236 -0.38 -0.53 -0.03
H 2.765681 -8.512687 -0.195007 0.81 0.05 0.02
H 2.557831 -1.995743 1.308683 0.22 0.61 -0.34
H -0.593803 -4.122855 -0.385041 1.73 -1.10 0.01
H 1.284657 3.330215 1.299156 0.80 0.60 -1.05
H -1.584218 -6.216101 -0.276680 -0.08 -0.56 0.67
H -0.855691 4.231732 -2.452868 -0.04 -0.87 -0.89
H -1.552779 6.548779 -2.210099 0.08 0.21 -0.13
H -0.008455 2.854158 2.176562 -0.53 -0.24 1.05

***

128
Properties=species:S:1:pos:R:3:forces:R:3 method="wB97M-V/def2-TZVPD" homo_energy_ev=-9.1359 gap_ev=9.0575 molar_mass_g_mol=857.9 total_energy_ev=-85746.648
O -1.739681 1.411606 -4.584718 -0.44 -0.55 0.00
O -2.775919 2.756258 0.405827 -0.68 -0.79 0.35
O -3.111740 -4.137269 0.081029 -1.07 -0.34 1.63
O 0.703765 6.067539 -2.307579 -0.44 0.97 0.49
O 0.864584 0.372719 1.030932 -0.82 -0.41 -0.35
O 2.389001 2.271420 -5.113310 -0.06 0.30 0.27
O -2.827783 -1.186885 -1.251524 0.75 -0.46 1.46
O 2.004898 -0.437470 -6.035682 0.84 -0.25 0.21
O 0.851269 -7.622391 1.441019 0.42 -1.25 0.65
O -0.531980 -5.137822 5.394708 0.51 -0.42 -0.53
O 3.519454 5.435139 3.359944 0.50 0.03 -0.12
O 1.867583 -3.044438 3.106161 0.78 0.38 -0.84
O 1.274168 4.060718 2.239001 -0.18 -0.53 0.93
O -1.974370 -3.664545 6.194248 0.28 -0.66 -0.27
O 0.693915 -2.237965 -1.786475 1.58 0.29 0.56
O -0.048988 7.812851 -1.222521 -0.12 0.27 -0.55
O -3.019362 2.491301 2.509152 -0.73 -0.76 0.01
O -1.047737 0.148346 3.060902 -0.05 -1.09 0.57
O 0.890448 -5.846826 0.256746 -0.92 -0.39 0.76
O -2.086345 2.429324 -7.159505 -0.15 -0.03 -0.80
O 0.298974 -2.350441 4.327207 -1.94 -0.26 0.72
O 2.624382 -1.211357 -1.685354 -0.88 -0.95 0.18
O -2.325254 -4.596145 4.135469 0.71 0.33 0.93
N 0.406075 6.698861 -1.292018 0.38 -1.02 -0.43
N 0.332880 -6.624767 1.049731 0.63 1.38 -1.54
N 1.868601 -2.140476 -1.403524 -0.48 0.48 -0.67
N 1.330368 -2.178464 3.749060 1.01 0.58 1.19
N -3.238178 2.140089 1.370211 0.85 0.76 -1.33
C -0.955417 -3.808046 7.193832 0.24 1.37 0.10
C 1.569398 -1.347529 -5.072905 -0.25 0.20 1.41
C 2.374330 3.481307 2.944711 -1.14 -0.73 -0.44
C 1.966417 -0.829635 4.104411 0.50 -0.84 -1.76
C -0.862596 2.093987 -3.734209 0.08 0.61 0.94
C -1.657298 -4.470163 5.129154 -0.57 0.11 0.30
C 3.111450 1.183422 -4.593837 -0.74 -0.76 0.59
C -1.013639 -6.282048 1.545793 0.21 -0.01 0.88
C -3.566749 -3.299172 1.156572 1.08 0.22 0.07
C -2.471231 2.740322 -8.491895 0.31 0.62 0.13
C -2.698056 -2.512213 -1.712471 -0.73 0.23 0.75
C -2.165143 -3.503933 -0.714849 -0.05 -0.87 -0.44
C 0.046017 -4.803726 6.680253 -0.97 -1.61 -0.33
C -1.917940 -0.405514 4.079558 0.23 0.00 -1.06
C 2.251543 3.396586 -4.223129 1.16 -1.17 0.38
C -1.201428 0.761504 -5.742735 0.33 2.10 -0.13
C -1.090424 -0.664544 1.870335 -0.23 2.35 0.15
C -2.146376 1.046728 -6.905018 -0.68 -0.53 0.76
C 0.055235 3.497661 2.799225 1.94 -0.98 -0.58
C -3.145682 -0.342854 -2.301513 -1.58 -0.19 -0.52
C 3.267967 0.095524 -5.629960 -0.71 0.66 -1.47
C -4.080943 0.905044 1.075965 1.19 -0.46 0.92
C 4.449994 6.329638 2.827934 0.79 1.20 1.59
C 2.417958 -3.249913 -0.572331 -0.88 0.07 -0.32
C 0.699191 6.010930 -0.026366 0.13 -0.90 -0.08
C 3.616726 4.232017 2.624461 -1.43 1.05 0.14
C -0.533369 0.205359 0.742860 -0.09 -0.19 0.93
C 1.429700 1.182580 0.028190 0.16 -0.45 -0.49
C 1.474202 -4.376164 6.567417 1.25 -0.19 0.77
H 0.438645 4.957043 -0.125552 0.16 0.19 -0.08
H -1.972446 -2.550439 -2.476664 0.88 0.31 -1.38
H -1.588726 -5.824675 0.760714 -0.23 0.03 -0.22
H -0.704803 3.917452 2.196299 -1.11 -0.19 -0.58
H -2.124090 -0.977909 1.763034 -0.08 0.02 -0.64
H 2.393471 -4.134816 -1.179589 -0.07 -0.38 -0.38
H -1.776688 2.274760 -9.205648 -0.15 -0.02 0.04
H -0.971470 1.205231 0.599270 -0.14 -0.27 0.54
H 3.278925 3.726160 -4.013270 -0.23 0.43 0.05
H 1.790613 3.186634 -3.211246 0.09 -0.08 -1.20
H -1.740475 -1.477095 4.137596 -0.16 -0.06 0.19
H 2.455282 2.425568 2.662418 0.10 -0.16 -0.21
H 1.186884 -0.855448 -4.148588 0.02 -0.13 -0.54
H 3.616621 4.519134 1.573080 -0.11 -0.38 -0.42
H 3.421803 -3.007054 -0.320837 0.56 0.29 0.45
H -0.094039 -5.704264 7.322206 0.64 0.30 -0.65
H 2.070405 3.465391 3.999435 0.76 0.31 0.16
H -0.758595 3.164675 -3.972789 -0.34 -0.16 -0.20
H 3.694825 0.486901 -6.569624 -0.03 0.18 0.47
H -3.503789 2.434577 -8.745025 0.30 0.07 0.27
H 3.943073 -0.694426 -5.294105 -0.08 -0.08 0.29
H 1.728955 -3.421621 0.248439 0.18 0.15 0.19
H -4.137106 -2.486933 0.660807 0.06 -0.17 0.91
H -1.837030 0.437606 -7.763951 0.08 0.17 -0.11
H -3.214984 0.776636 -6.666604 0.88 0.01 -0.05
H 1.301547 -0.092035 3.667448 -0.19 0.14 0.09
H 2.195688 -5.132668 6.236185 -0.68 -0.29 -0.26
H 1.762060 6.118914 0.121470 0.29 -0.08 0.15
H -3.025863 0.700380 -2.010856 -0.10 -0.11 -0.07
H 1.859487 -4.180147 7.586031 -0.36 0.37 -0.31
H -2.570339 -0.589326 -3.166713 0.81 0.26 -0.66
H -4.095951 -3.854896 1.954527 -0.16 0.03 -1.00
H -1.324179 -4.112485 8.160368 -0.72 -0.11 0.07
H -4.187170 -0.604356 -2.595385 0.15 0.76 -0.01
H -1.833115 -4.320395 -1.367248 0.45 0.08 0.18
H 5.419321 5.844830 2.712354 0.25 -0.03 -0.10
H 1.993764 -0.776130 5.188114 0.15 -0.07 -0.12
H -3.769398 0.297384 0.209624 0.19 0.88 0.24
H -2.966974 -0.244308 3.761052 0.35 0.10 0.49
H 4.165867 6.764655 1.883608 -0.37 0.04 -0.58
H -1.219529 2.041799 -2.666687 0.15 -0.13 -1.02
H -0.758816 -0.325680 -0.163580 0.50 -0.42 -0.88
H -5.094316 1.202250 1.023549 -0.97 0.56 -0.28
H -2.666768 -2.910452 1.719559 -0.82 -0.09 -0.72
H -1.009268 -0.284450 -5.568557 -0.15 -0.53 0.10
H -2.368512 3.838141 -8.591625 -0.21 -0.59 0.01
H -3.972567 0.301736 1.969253 -0.05 -0.09 0.11
H 1.640453 -3.519181 5.922636 -0.31 0.18 0.17
H 2.378918 -1.993289 -4.709756 0.05 -0.14 -0.26
H 0.151213 1.721474 -3.762959 0.33 -0.55 -0.05
H 2.927453 -0.812033 3.569476 -0.22 0.11 0.60
H 4.592735 7.160815 3.559839 -0.19 -0.56 -0.55
H 2.537973 0.787803 -3.729484 0.40 -0.02 -0.13
H -1.683635 0.041885 5.048407 -0.16 0.16 -0.30
H -0.483900 -2.847551 7.331321 0.06 0.54 -0.03
H -0.102419 3.791660 3.826104 0.13 0.32 0.48
H -1.444720 -7.177360 2.002687 0.04 0.23 -0.38
H 0.845096 2.086250 -0.079557 -0.03 0.60 0.04
H -3.668849 -2.836859 -2.135869 0.29 -0.20 0.22
H -1.326250 -3.172698 -0.086948 0.01 0.36 -0.39
H 4.526437 3.707489 2.815969 0.76 -0.54 0.45
H 1.711723 4.123165 -4.801174 -0.30 0.42 0.15
H -0.832570 -5.561029 2.345588 -0.17 0.08 -0.08
H 4.122774 1.370555 -4.245946 0.32 0.83 0.19
H 0.786606 -1.952552 -5.479862 -0.49 -0.36 -0.33
H 0.174656 2.371200 2.785833 -0.74 1.11 -0.28
H -0.243202 1.265035 -6.006332 -0.36 -0.52 0.13
H 0.156472 6.453964 0.771741 -0.38 0.50 0.52
H 1.410476 0.663584 -0.950675 0.21 0.22 0.38
H -0.472766 -1.549150 1.861630 0.37 -0.52 0.62
H 2.448231 1.404908 0.336443 0.07 0.09 -0.19

***

18
Properties=species:S:1:pos:R:3:forces:R:3 method="wB97M-V/def2-TZVPD" homo_energy_ev=-7.1419 de_lowest_ev=4.379 gap_ev=7.8124 molar_mass_g_mol=110.2 total_energy_ev=-9360.058
N -1.921705 0.092465 -2.414569 -0.11 1.29 -0.90
N 0.643401 1.583847 -0.447509 1.07 -3.80 2.46
C -2.046701 -0.833585 -1.768763 -0.14 -0.16 0.09
C 0.519643 -0.104323 2.263502 -0.21 -1.68 2.03
C -2.009844 -1.996429 -0.946564 -0.92 -1.24 1.10
C 1.136503 0.524706 -0.099145 0.24 0.55 -1.53
C 0.512679 2.779645 -0.731710 -1.99 5.11 -1.05
C 1.437208 -0.323500 1.094809 -2.57 -0.70 -1.63
H 2.404585 -0.085818 1.321525 2.77 0.72 0.63
H 0.532133 -0.966847 3.074480 -0.30 1.08 -2.05
H -0.426097 3.340630 -1.068158 1.00 -1.80 0.28
H 1.029957 0.636956 2.898995 -1.27 0.75 -0.49
H -1.209990 -1.791509 -0.227175 -0.36 -0.28 0.31
H 1.253776 3.535623 -0.467258 0.47 -0.66 -0.10
H 1.500567 -1.360391 0.749684 -0.23 0.04 0.07
H -1.641574 -2.826497 -1.572725 -0.50 0.07 0.39
H -0.512193 0.036652 1.824055 1.01 0.37 1.38
H -3.030221 -2.228100 -0.427857 2.03 0.36 -1.00

***

104
Properties=species:S:1:pos:R:3:forces:R:3 method="wB97M-V/def2-TZVPD" homo_energy_ev="-9.1746 / -11.1918" de_lowest_ev=0.740 gap_ev="5.8419 / 6.8987" total_charge=+1 molar_mass_g_mol=885.6 total_energy_ev=-143969.853 spin_multiplicity=6
Ru -2.310869 0.116605 -0.516476 -0.85 -0.10 0.41
Ge -4.400992 2.940066 -0.702792 2.16 -0.16 0.47
S -1.105831 1.133551 -2.126599 1.10 0.72 -0.10
S -1.460341 -2.146032 -1.034370 -0.13 -0.51 -0.15
S -1.826687 -0.448886 1.808319 0.36 0.21 0.28
O -3.961694 -0.854928 -2.745974 -0.82 -0.28 0.79
O -4.959695 -0.918367 1.669745 -0.31 -0.05 -0.47
N 2.116623 -0.754001 -1.819335 -0.04 -2.09 -2.03
N 1.896648 -1.798132 1.234262 -0.45 0.05 -0.23
N 0.743508 -1.107656 1.144225 -0.90 -0.31 0.04
N 0.875146 -1.106740 -1.397706 0.87 1.58 0.77
N 0.531551 1.081337 0.018450 0.39 -1.94 -0.22
N 0.825775 1.572028 1.279757 -0.03 -0.51 -1.10
N -4.211654 -0.760036 -0.494556 0.18 -0.09 0.10
C 4.012611 -1.207319 -3.332478 -1.69 0.30 0.89
C 1.078240 -2.625841 3.275605 1.41 -2.08 -0.22
C -6.195332 2.609312 -0.192884 -1.53 -1.62 -0.55
C 4.345290 0.289133 -3.052621 0.77 -0.96 0.13
C -6.391596 -1.521654 -0.182857 -1.15 -0.94 0.37
C 4.943199 -2.077251 -2.526926 1.34 0.16 -0.85
C 0.227692 3.282565 -0.915264 -0.88 -1.10 0.12
C 1.726355 -2.621741 -3.348771 3.43 1.21 0.11
C 2.067540 -2.595013 2.246394 0.13 -0.40 -0.91
C -3.734361 4.686348 -0.089761 -0.55 0.17 -1.67
C 0.020733 -1.997464 -1.862248 -0.10 -0.25 0.16
C 0.139247 2.621257 3.741674 1.89 0.99 -1.19
C 4.030756 -1.509218 -4.803419 2.59 0.49 -0.38
C 3.367999 -3.435243 2.100742 1.03 0.67 2.48
C 1.216720 3.322534 2.779723 -0.11 -1.13 0.68
C -0.364658 -3.842560 -3.674278 0.00 -1.46 2.85
C -1.001219 -1.829455 4.354832 -0.23 0.32 -0.64
C 1.159748 4.822088 3.116594 0.36 0.46 -2.81
C 2.604598 2.722619 3.157586 -0.13 1.04 1.38
C -6.143922 -1.447807 -1.657211 1.18 -0.40 -0.60
C -0.289703 -1.155056 2.024740 0.52 -0.50 -0.22
C 0.063488 1.889410 -0.980938 -0.66 0.85 -1.15
C -0.067576 -1.950965 3.197698 0.15 1.84 0.48
C 0.692467 3.772717 0.287803 0.38 1.18 0.00
C -3.959393 2.718839 -2.575896 -0.35 0.56 -0.47
C 0.459563 -2.804867 -2.930080 -0.22 -1.40 -1.04
C -0.361358 4.126401 -1.999379 1.31 1.20 -0.33
C -5.164873 -1.059401 0.480949 1.73 0.65 0.89
C 0.913204 2.856091 1.343437 -0.01 1.82 1.50
C 4.531671 -2.399712 2.160597 -1.09 0.26 -0.67
C 3.461809 -4.281939 0.859287 0.74 -0.66 0.78
C -3.177682 1.751396 0.425790 1.32 0.85 -0.91
C -4.662232 -1.039569 -1.745416 -0.02 0.41 -0.96
C 3.504289 -4.357508 3.358616 -1.15 -1.02 -1.07
C 2.570739 -1.537817 -2.799571 -0.43 0.64 0.37
B 0.627512 -0.362097 -0.146278 -0.61 1.60 1.39
H -6.281148 2.413627 0.891147 -0.16 0.19 -0.59
H 0.257104 4.043570 -2.930764 -1.07 -0.38 0.46
H 0.151935 5.176190 2.911377 -0.27 0.14 0.79
H -3.901078 4.790902 0.953589 -0.10 0.19 0.96
H 4.871773 -1.766416 -1.501974 -0.11 -0.48 0.74
H -6.633170 1.747707 -0.779651 0.82 0.23 0.85
H 4.297018 -1.590179 1.467098 0.08 0.07 -0.01
H -1.425757 3.938889 -2.082473 0.10 -0.28 -0.55
H 0.027602 -3.832595 -4.661590 -0.08 -0.56 -0.87
H -6.654883 -2.527482 0.180005 0.11 0.32 -0.11
H -6.902332 3.340704 -0.557043 0.05 0.88 0.44
H -4.613279 3.339163 -3.190255 -0.24 -0.02 0.01
H -2.397288 2.366319 0.951577 -0.46 -0.39 -0.69
H 4.366966 0.419126 -1.963784 -0.19 0.28 -0.28
H 2.303120 -3.261488 -4.083677 -1.44 0.68 0.72
H 2.690736 2.992117 4.259031 0.25 -0.88 -1.11
H -3.695719 1.257116 1.189182 -1.21 -0.57 1.31
H 4.399618 -5.025329 3.298973 -0.53 0.90 0.17
H 0.251843 1.562756 3.668324 0.08 -0.75 0.18
H 5.476838 -2.797285 1.836723 0.42 -0.47 0.18
H -1.407703 -3.589302 -3.614940 -0.49 0.27 -0.35
H -4.027911 1.705989 -2.942860 -0.08 -0.40 0.00
H -0.331216 -4.912099 -3.146044 0.32 2.23 -1.25
H -2.666899 4.815712 -0.326550 -0.43 -0.01 0.07
H -0.279941 5.198642 -1.770279 0.05 -0.27 0.32
H -6.693457 -0.657662 -2.137195 -0.39 0.20 -0.36
H -0.572044 -1.817083 5.354565 0.42 -0.36 -0.26
H -1.703269 -2.634178 4.235859 -0.79 -0.19 0.39
H 3.518249 -3.720119 -0.034216 -0.41 0.67 -1.04
H 1.591110 5.088637 4.055008 -0.37 -0.26 1.08
H -4.354816 5.430831 -0.641684 0.65 -0.17 0.48
H -6.319037 -2.393644 -2.162661 -0.03 0.09 -0.24
H 5.994500 -1.899641 -2.823772 -0.38 0.10 0.00
H 3.273009 -0.898006 -5.278612 -0.10 -0.31 -0.59
H 0.415474 3.002019 4.704320 -0.26 -0.10 0.82
H 4.586712 -1.965980 3.150625 0.24 0.04 0.25
H 2.668799 1.644872 2.949227 -0.12 0.39 0.37
H -1.483506 -0.868444 4.201777 -0.52 -0.12 0.37
H 2.618831 -5.071881 3.295580 0.95 0.72 0.52
H 4.395264 -4.865794 0.886195 -0.12 0.27 0.20
H 4.785482 -3.129655 -2.740008 -0.27 -0.27 0.50
H 0.778332 4.879569 0.438549 0.01 -1.31 -0.02
H 3.603031 0.948605 -3.507622 0.29 0.09 0.03
H 5.395984 0.482004 -3.405334 -1.13 -0.02 0.05
H 1.749384 5.491573 2.445014 -0.01 -0.81 -0.02
H 4.031762 -2.582264 -5.020205 -0.54 0.23 -0.15
H -7.178354 -0.864288 0.130270 -0.60 0.30 0.27
H 2.691570 -5.023081 0.874120 -0.80 -0.36 -0.44
H -0.864189 2.877267 3.484762 -0.73 0.38 -0.18
H -2.960914 3.082043 -2.797610 0.05 -0.08 0.16
H 3.462782 3.221752 2.680823 -0.43 -0.05 -0.15
H 1.160397 -3.375004 4.056672 0.35 0.37 0.25
H 3.457363 -3.764810 4.285035 0.20 -0.44 -0.25
H 5.072235 -1.184052 -5.147360 -1.44 -0.22 0.06